(1)
# C21H26N2O

A single C21H26N2O molecule at a distorted geometry (ωB97M-V/def2-TZVPD, the OMol25 dataset).

Values from the calculation:
DFT total energy   -1000.55090 Eh
Energy above the lowest of the compared OMol25 structures with the same formula, charge and spin   124.0 kJ/mol
F_max   3.43 eV/A
HOMO level   -7.71 eV
Gap between HOMO and LUMO   8.45 eV

Each line ends with the Mulliken charge.
Atoms and positions in Å:
O  -1.378  -3.554  0.814  -0.66
C  -0.519  -2.695  0.640  0.25
C  0.397  -2.790  -0.558  -0.76
C  1.526  -1.773  -0.323  -0.14
C  2.358  -2.228  0.888  -1.11
C  1.400  -2.414  2.101  -1.09
C  -0.021  -1.853  1.799  0.43
C  0.084  -0.410  1.254  -0.99
N  -1.193  0.361  1.074  0.66
C  -1.030  1.831  0.917  -1.02
C  -1.006  2.471  2.294  -0.54
C  -2.185  2.070  3.207  -0.86
C  -2.547  0.552  3.151  -0.57
C  -2.485  0.005  1.704  -1.02
C  0.931  -0.348  -0.036  0.66
C  0.299  0.074  -1.373  0.00
C  -0.997  -0.015  -1.799  -0.78
N  -1.117  0.422  -3.062  -0.02
C  0.119  0.817  -3.573  -0.40
C  0.486  1.387  -4.774  -0.88
C  1.746  1.899  -4.923  -0.53
C  2.677  1.772  -3.880  -0.83
C  2.322  1.159  -2.678  -0.11
C  1.045  0.674  -2.541  0.07
H  0.826  -3.815  -0.605  0.46
H  -0.163  -2.592  -1.462  0.35
H  2.156  -1.742  -1.223  0.72
H  3.107  -1.487  1.204  0.37
H  2.931  -3.134  0.627  0.43
H  1.853  -1.869  2.942  0.43
H  1.311  -3.450  2.398  0.46
H  -0.690  -1.919  2.663  0.38
H  0.651  0.114  2.021  -0.14
H  -0.121  2.149  0.422  0.36
H  -1.867  2.217  0.316  0.49
H  -0.061  2.210  2.801  0.24
H  -1.047  3.570  2.126  0.45
H  -3.035  2.661  2.883  0.31
H  -1.909  2.322  4.232  0.36
H  -3.567  0.420  3.505  0.47
H  -1.826  0.013  3.768  0.18
H  -3.323  0.417  1.120  0.50
H  -2.625  -1.078  1.762  0.44
H  1.781  0.339  0.151  0.57
H  -1.803  -0.383  -1.200  0.65
H  -1.990  0.482  -3.565  0.23
H  -0.266  1.494  -5.555  0.39
H  2.069  2.391  -5.839  0.37
H  3.659  2.211  -3.973  0.41
H  3.037  1.044  -1.844  0.36

Cartesian forces (eV/Å) of the 2 atoms listed first:
O 0.04 1.21 -0.37
C -0.41 -3.14 1.30



(2)
# C7H8INO2

A single C7H8INO2 molecule at a distorted geometry (ωB97M-V/def2-TZVPD, the OMol25 dataset).

Values from the calculation:
DFT total energy   -774.14538 Eh
⟨S²⟩   2.031
Energy above the lowest of the compared OMol25 structures with the same formula, charge and spin   185.6 kJ/mol
F_max   10.90 eV/A
Spin multiplicity   3
HOMO level (spin up / spin down)   -7.31 / -9.34 eV
Gap between HOMO and LUMO (spin up / spin down)   7.41 / 5.61 eV

Each line ends with the Mulliken charge.
Atoms and positions in Å:
C  -0.360  -0.186  -0.881  -0.37
C  0.757  -0.686  -1.385  -0.40
C  -0.560  -1.201  1.360  -0.84
C  -0.700  -0.192  0.557  0.70
C  1.751  -1.366  -0.561  -0.52
C  2.891  -0.791  -0.142  -0.11
C  -1.093  1.154  1.032  -1.13
N  3.942  -1.493  0.620  0.93
O  4.904  -0.824  0.912  -0.46
O  3.896  -2.670  0.822  -0.61
I  3.341  1.260  -0.407  0.14
H  -0.993  0.442  -1.528  0.33
H  1.156  -0.379  -2.384  0.40
H  -0.764  -1.242  2.492  0.23
H  -0.292  -2.166  0.909  0.23
H  1.474  -2.308  -0.236  0.60
H  -2.035  1.556  0.677  0.34
H  -0.198  1.857  0.951  0.21
H  -1.207  0.934  2.090  0.34

Cartesian forces (eV/Å) of the 2 atoms listed first:
C -0.62 0.21 -0.43
C 1.23 1.12 -0.95



(3)
# C25H69N6O8V

A molecular structure, C25H69N6O8V at a distorted geometry (ωB97M-V/def2-TZVPD, the OMol25 dataset).

Values from the calculation:
DFT total energy   -2867.88577 Eh
⟨S²⟩   0.863
Energy above the lowest of the compared OMol25 structures with the same formula, charge and spin   555.7 kJ/mol
F_max   7.70 eV/A
Spin multiplicity   2
Net charge   +1
HOMO level (spin up / spin down)   -10.50 / -10.50 eV
Gap between HOMO and LUMO (spin up / spin down)   4.88 / 5.46 eV

Each line ends with the Mulliken charge.
Atoms and positions in Å:
O  25.563  -3.048  23.778  -0.49
V  26.356  -1.736  23.285  1.00
C  23.314  -0.255  23.994  -0.53
O  24.591  -0.407  23.538  0.21
H  23.162  0.149  24.994  0.27
H  22.576  0.224  23.351  0.16
H  22.798  -1.202  24.150  -0.04
C  24.891  3.501  25.446  -1.39
C  25.323  3.850  24.027  0.83
C  26.378  5.057  24.044  -0.76
O  25.886  6.192  24.796  -0.33
C  26.786  7.298  24.658  -0.75
N  25.708  2.560  23.426  -0.15
H  24.540  4.259  26.146  0.47
H  25.692  2.983  25.974  0.22
H  24.062  2.797  25.512  0.37
H  24.431  4.226  23.524  -0.60
H  26.580  5.299  23.000  0.48
H  27.267  4.622  24.500  0.38
H  27.810  7.032  24.919  0.30
H  26.486  8.134  25.290  0.27
H  26.692  7.708  23.652  0.31
H  24.956  1.894  23.319  -0.20
H  25.985  2.879  22.509  0.25
C  28.646  1.486  25.386  -1.25
C  28.112  0.100  25.035  0.16
C  26.933  -0.323  26.004  -0.64
O  26.427  -1.597  25.610  -0.13
C  25.551  -2.141  26.617  -0.83
N  27.621  0.136  23.655  -0.39
H  29.454  1.726  24.694  0.45
H  29.056  1.423  26.394  0.43
H  27.822  2.200  25.361  0.11
H  28.886  -0.667  25.054  0.41
H  26.106  0.378  25.892  0.22
H  27.253  -0.392  27.044  0.52
H  24.665  -1.535  26.429  0.07
H  25.926  -2.148  27.640  0.36
H  25.333  -3.133  26.222  0.45
H  28.375  0.448  23.060  0.34
H  26.942  0.880  23.580  0.38
C  22.895  -5.829  22.450  -1.32
C  22.949  -4.787  21.242  0.05
C  22.397  -3.461  21.727  0.85
O  20.934  -3.689  21.840  -0.43
C  20.375  -2.578  22.608  -0.08
N  24.337  -4.778  20.796  -0.62
H  23.318  -6.827  22.333  0.43
H  21.865  -5.998  22.764  0.31
H  23.478  -5.457  23.293  0.20
H  22.293  -5.155  20.454  0.37
H  22.566  -2.791  20.884  -0.42
H  22.861  -3.059  22.628  -0.18
H  19.314  -2.810  22.703  0.34
H  20.622  -1.673  22.052  0.00
H  20.892  -2.512  23.565  0.00
H  24.326  -4.242  19.941  0.26
H  24.486  -5.723  20.472  0.28
C  18.731  -6.211  27.960  -1.42
C  19.806  -5.267  28.511  0.49
C  20.530  -4.431  27.418  -0.74
O  21.600  -3.782  27.986  -0.41
C  22.202  -2.785  27.166  -0.70
N  19.209  -4.271  29.374  -0.72
H  18.146  -6.816  28.653  0.35
H  19.115  -6.879  27.189  0.35
H  18.029  -5.570  27.427  0.33
H  20.600  -5.851  28.978  0.26
H  19.879  -3.735  26.888  0.31
H  20.892  -5.065  26.608  0.41
H  22.533  -3.202  26.216  0.21
H  23.050  -2.287  27.635  0.29
H  21.535  -1.970  26.885  0.41
H  19.944  -3.585  29.466  0.32
H  18.411  -3.784  28.992  0.26
C  21.801  -0.023  18.779  -1.05
C  22.928  0.979  18.698  1.00
C  22.622  2.149  17.833  -1.05
O  22.426  1.774  16.448  -0.43
C  23.543  1.287  15.665  -0.68
N  23.233  1.505  20.001  -0.46
H  21.642  -0.500  17.812  0.44
H  20.848  0.379  19.123  0.19
H  22.136  -0.759  19.510  0.04
H  23.874  0.521  18.411  0.53
H  23.395  2.914  17.765  0.52
H  21.648  2.613  17.991  0.15
H  23.962  0.348  16.026  0.27
H  24.292  2.076  15.605  0.30
H  23.124  1.160  14.667  0.27
H  22.295  1.683  20.331  0.05
H  23.418  0.698  20.581  0.11
C  22.121  5.825  22.532  -1.64
C  22.148  4.507  21.793  1.42
C  20.959  3.669  22.103  -1.01
O  20.975  2.490  21.329  -0.25
C  19.999  1.530  21.697  -1.03
N  22.425  4.711  20.391  -0.65
H  22.971  6.460  22.283  0.33
H  22.110  5.649  23.608  0.33
H  21.253  6.368  22.157  0.49
H  22.960  3.856  22.118  -0.43
H  20.032  4.236  22.026  0.31
H  21.106  3.432  23.157  0.38
H  19.786  0.707  21.015  0.29
H  19.033  2.021  21.813  0.44
H  20.207  1.107  22.679  0.32
H  21.620  5.128  19.946  0.30
H  22.686  3.860  19.914  0.19

Cartesian forces (eV/Å) of the 2 atoms listed first:
O 2.40 2.20 -2.04
V -6.43 -0.46 4.21



> Look up the F_max of the first one.

3.43 eV/A